[1]
Molecular formula: C2H8NO
Method: DFT, ωB97M-V/def2-TZVPD

Atoms and positions in Å:
O (0.04399, 2.57179, 1.98543)
H (0.14893, 3.42261, 1.59193)
C (0.03070, -1.47855, -1.21425)
C (0.27845, -0.62370, 0.04782)
N (-0.43126, 0.66581, -0.06312)
H (0.46244, -1.00432, -2.09648)
H (0.47357, -2.45989, -1.01993)
H (-1.03765, -1.52477, -1.39685)
H (-0.05451, -1.18318, 0.93482)
H (1.32576, -0.35077, 0.17556)
H (-1.29189, 0.64290, 0.47101)
H (0.05147, 1.32207, 0.58407)

## Properties
Relative energy (zero: lowest compared OMol25 entry of this formula, charge and spin): 34.4 kJ/mol
Charge: -1
Orbital gap: 6.7 eV

[2]
Molecular formula: C2H8NO
Method: DFT, ωB97M-V/def2-TZVPD

Atoms and positions in Å:
O (-2.65835, -0.36886, 0.15933)
H (-2.92420, 0.23553, -0.55664)
C (1.89473, 0.85968, -0.22665)
C (0.67161, 0.02429, -0.53932)
N (0.22698, -0.66230, 0.67441)
H (2.43330, 1.13081, -1.12885)
H (2.56658, 0.24269, 0.36876)
H (1.59906, 1.68452, 0.40497)
H (0.83317, -0.74390, -1.29995)
H (-0.12252, 0.64826, -0.96852)
H (-0.64663, -1.15150, 0.54049)
H (0.11094, 0.01174, 1.41870)

## Properties
2S+1: 2
Expectation value of S²: 0.75
Relative energy (zero: lowest compared OMol25 entry of this formula, charge and spin): 111.4 kJ/mol
Orbital gap (alpha / beta): 10.0 / 6.8 eV